C23H17AsN10O2S6SeSn | ωB97M-V/def2-TZVPD

The geometry in XYZ format:
```
61
Properties=species:S:1:pos:R:3
Sn 1.104 0.467 0.256
Se 0.683 -4.089 -1.125
As 4.139 1.965 -0.016
S 2.396 2.427 1.272
S 3.322 0.036 -0.872
S 0.860 4.366 -3.079
S -1.985 3.770 2.606
S 5.874 1.545 1.105
S 4.354 3.405 -1.573
O -0.830 -4.153 1.186
O 0.139 -3.620 3.923
N 0.483 2.467 -1.403
N 0.656 -2.345 -1.095
N 0.604 -0.228 3.932
N -0.018 -0.627 -2.530
N -1.084 2.161 0.832
N 1.921 1.890 -3.205
N -1.925 1.048 2.707
N -2.506 -1.094 0.532
N -0.791 -2.150 2.365
N 0.097 -4.237 -2.780
C -0.226 3.555 -0.951
C -0.910 -1.292 -4.673
C -3.895 -1.303 -1.404
C -3.670 -2.673 -1.430
C 2.414 -1.775 3.700
C -3.296 -0.565 -0.394
C -1.340 4.435 1.140
C 0.072 -2.549 3.330
C -0.535 -0.332 -3.685
C -0.911 3.428 0.339
C 1.059 -1.455 3.686
C 1.501 0.719 4.196
C 2.870 0.509 4.201
C -0.157 4.666 -1.721
C -0.725 -2.619 -4.438
C 3.336 -0.771 3.941
C 0.157 -1.951 -2.262
C -2.259 -2.402 0.486
C -2.845 -3.232 -0.472
C -0.165 -2.994 -3.191
C -1.614 2.170 2.009
C -1.232 -2.998 1.451
C 1.125 2.743 -2.504
H 2.221 1.096 -2.630
H -4.514 -0.814 -2.145
H -1.327 -0.945 -5.610
H -2.624 -4.288 -0.450
H -0.982 -3.378 -5.166
H 3.549 1.336 4.349
H -0.609 5.627 -1.551
H -1.920 1.114 3.710
H -0.666 0.725 -3.895
H 2.717 -2.790 3.482
H -3.444 0.509 -0.333
H 4.400 -0.968 3.885
H -1.258 5.497 0.995
H -4.116 -3.293 -2.199
H 2.757 2.360 -3.537
H 1.106 1.714 4.370
H -1.536 0.180 2.338
```

Output
Relative energy (zero: lowest compared OMol25 entry of this formula, charge and spin) (kJ/mol): 0.0
HOMO-LUMO gap (eV): 5.3111
Net charge: -2
E_HOMO (eV): -1.95

---

C23H17BrCeN3O6 | ωB97M-V/def2-TZVPD

The geometry in XYZ format:
```
51
Properties=species:S:1:pos:R:3
Ce -0.594 2.525 0.034
Br 0.844 -3.317 6.087
O 1.359 2.430 0.829
O -2.236 4.131 0.178
O -2.196 1.025 -1.781
O -2.687 2.114 0.779
O -1.215 5.167 -2.461
O -0.226 3.214 -1.868
N 4.174 -2.370 0.145
N 4.099 -3.294 0.954
N -0.006 0.173 0.360
C 1.774 -4.335 3.605
C -0.137 -2.195 0.116
C 2.087 1.290 0.619
C -3.617 1.290 -1.512
C -2.167 1.741 -3.052
C 4.132 0.047 0.363
C 1.866 -3.282 4.503
C -0.723 -0.925 0.224
C 3.456 1.275 0.526
C 2.722 -2.215 4.269
C 3.342 -3.204 2.179
C 3.445 -1.139 0.330
C 2.025 -1.150 0.307
C -2.926 3.094 -0.004
C -1.303 3.994 -2.320
C -3.286 1.113 -3.863
C -3.545 2.814 -1.369
C 3.461 -2.169 3.099
C 1.356 0.082 0.437
C 1.228 -2.302 0.133
C -2.558 3.159 -2.591
C 2.541 -4.306 2.452
C -4.342 0.849 -2.775
H 5.212 0.037 0.299
H 1.704 -3.266 0.003
H 2.816 -1.429 5.006
H -1.174 1.671 -3.484
H -2.951 0.185 -4.322
H -1.797 -0.801 0.176
H -5.263 1.413 -2.916
H -4.498 3.333 -1.457
H 2.527 -5.134 1.755
H -3.088 3.710 -3.365
H -4.606 -0.204 -2.718
H 4.141 -1.347 2.933
H -3.915 0.776 -0.606
H 1.132 -5.179 3.817
H 4.010 2.200 0.612
H -3.630 1.776 -4.655
H -0.767 -3.064 -0.009
```

Output
Relative energy (zero: lowest compared OMol25 entry of this formula, charge and spin) (kJ/mol): 0.0
HOMO-LUMO gap (alpha / beta) (eV): 5.6539 / 5.6532
Net charge: +1
E_HOMO (alpha / beta) (eV): -11.02 / -11.02

---

C23H17BrClN5O9SSc | ωB97M-V/def2-TZVPD

The geometry in XYZ format:
```
58
Properties=species:S:1:pos:R:3
Br 1.515 1.042 3.241
Sc 0.539 -0.079 -0.063
Cl -7.567 2.224 2.020
S -0.475 -2.604 1.358
O 0.042 -2.201 0.011
O -0.468 -1.429 2.218
O 2.701 3.497 -0.490
O -1.237 0.794 0.480
O -2.391 -0.059 -3.686
O -1.146 3.029 0.309
O 1.799 1.557 0.202
O -1.215 -0.771 -1.919
O 0.161 -3.790 1.873
N 0.173 1.479 -1.801
N 3.200 -2.060 -3.318
N 5.059 -3.540 -2.607
N 2.238 -0.895 1.394
N 1.865 -0.770 -1.720
C 4.184 -2.837 -2.902
C 0.892 2.580 -1.697
C 0.733 3.648 -2.572
C -0.221 3.554 -3.565
C 1.902 2.581 -0.562
C 4.740 -3.683 1.072
C -5.193 3.320 1.319
C -5.245 0.914 1.553
C -5.875 2.146 1.598
C -3.851 3.250 0.983
C 2.518 -1.399 -2.455
C -3.901 0.863 1.216
C 2.572 -0.364 2.562
C 4.024 -2.490 1.635
C -0.741 1.383 -2.762
C -3.198 2.025 0.924
C 4.372 -1.889 2.836
C -2.169 -3.018 1.048
C -1.734 1.983 0.541
C 3.637 -0.820 3.317
C 2.942 -1.946 0.960
C -0.984 2.394 -3.670
C -1.458 0.082 -2.734
H 5.654 -3.887 1.629
H -0.380 4.372 -4.256
H -2.650 -2.159 0.586
H -1.742 2.273 -4.430
H -5.710 4.268 1.369
H -3.283 4.143 0.757
H 2.605 -2.378 0.029
H -3.372 -0.080 1.189
H -2.636 -3.259 2.000
H 4.998 -3.537 0.022
H -5.799 0.015 1.784
H 3.869 -0.345 4.259
H -2.774 -0.941 -3.566
H -2.194 -3.874 0.379
H 1.359 4.518 -2.436
H 5.213 -2.265 3.407
H 4.102 -4.567 1.129
```

Output
Relative energy (zero: lowest compared OMol25 entry of this formula, charge and spin) (kJ/mol): 42.6
HOMO-LUMO gap (eV): 8.0086
Net charge: -1
E_HOMO (eV): -6.16

---

C23H17ClCrN2O6S | ωB97M-V/def2-TZVPD

The geometry in XYZ format:
```
51
Properties=species:S:1:pos:R:3
Cr -0.632 0.988 1.144
Cl -7.147 4.456 1.299
S 2.292 1.923 -0.048
O 1.543 2.813 -0.895
O -2.589 0.716 1.232
O -0.986 2.817 0.783
O 3.551 2.395 0.495
O 1.375 0.222 4.511
O -0.210 0.353 2.939
N -0.302 -6.196 -1.068
N 1.412 1.260 1.077
C -2.084 3.529 0.851
C 3.878 -2.737 -3.628
C -4.890 1.120 1.337
C -0.342 -5.085 -0.765
C -3.370 2.998 1.065
C 2.010 1.110 2.415
C 0.712 -3.084 0.215
C 3.466 -1.586 -2.747
C 2.727 -0.527 -3.256
C -0.391 -3.689 -0.385
C -5.767 3.345 1.250
C -3.574 1.577 1.217
C 2.721 0.558 -1.115
C 0.993 0.522 3.386
C 3.832 -1.553 -1.404
C -4.496 3.855 1.108
C -5.990 1.981 1.359
C 3.466 -0.491 -0.594
C 2.359 0.546 -2.452
C -0.491 -0.957 0.363
C -1.543 -2.941 -0.611
C 0.648 -1.746 0.570
C -1.581 -1.605 -0.235
H -5.031 0.049 1.431
H 3.750 -0.479 0.450
H 1.518 -1.300 1.033
H 4.778 -2.493 -4.201
H 3.093 -2.988 -4.343
H 2.421 -0.544 -4.298
H -4.346 4.925 1.018
H 2.347 2.060 2.831
H -6.997 1.598 1.459
H -2.404 -3.412 -1.072
H 4.094 -3.628 -3.038
H 2.879 0.445 2.417
H -2.495 -1.046 -0.397
H 1.768 1.367 -2.837
H -1.977 4.605 0.713
H 4.395 -2.379 -0.982
H 1.608 -3.666 0.401
```

Output
Relative energy (zero: lowest compared OMol25 entry of this formula, charge and spin) (kJ/mol): 50.5
HOMO-LUMO gap (alpha / beta) (eV): 4.5098 / 6.9582
<S²>: 6.063
Net charge: -2
E_HOMO (alpha / beta) (eV): -0.17 / -2.62
Spin multiplicity: 5

---

C23H17F12N2O2Pd | ωB97M-V/def2-TZVPD

The geometry in XYZ format:
```
57
Properties=species:S:1:pos:R:3
Pd 0.077 0.591 -0.046
F 4.038 -0.225 1.165
F 2.407 -1.520 0.601
F -2.284 3.996 -1.889
F 3.443 0.330 4.111
F -4.489 2.646 -1.556
F 3.399 1.980 2.730
F 3.401 -1.804 2.484
F 1.741 1.661 4.062
F -4.275 0.558 -1.096
F -0.656 3.581 -0.529
F -3.374 1.384 -2.884
F -0.713 2.622 -2.455
O -1.625 0.631 -1.075
O 1.538 1.011 1.240
N 0.561 -1.442 -1.612
N -1.079 0.371 1.490
C -1.478 3.010 -1.426
C -2.546 2.136 0.688
C -3.404 3.181 1.009
C -1.116 -4.364 -0.546
C 2.950 -0.858 1.630
C 1.038 -1.475 3.966
C -0.589 -0.451 2.511
C 1.920 0.156 2.214
C -3.615 1.617 -1.583
C -2.274 1.800 -0.810
C -3.675 3.581 2.313
C 0.756 -0.605 2.909
C 0.073 -2.219 4.624
C -1.557 -1.239 3.158
C -4.594 4.740 2.591
C -1.888 1.455 1.749
C -2.149 1.872 3.063
C 0.451 -3.155 5.741
C 2.635 1.038 3.283
C -0.062 -3.398 -0.012
C -3.029 2.902 3.336
C 0.300 -2.360 -0.975
C -1.244 -2.093 4.193
H -0.406 -3.370 6.381
H -5.275 4.910 1.756
H -2.029 -2.669 4.672
H -0.424 -2.871 0.876
H 0.852 -3.919 0.278
H -2.581 -1.129 2.821
H -0.773 -4.859 -1.454
H -3.199 3.191 4.368
H -1.640 1.378 3.880
H -4.038 5.667 2.754
H -5.199 4.563 3.483
H 2.062 -1.570 4.297
H -1.333 -5.126 0.202
H -2.040 -3.833 -0.775
H 0.822 -4.109 5.357
H 1.237 -2.728 6.365
H -3.879 3.732 0.210
```

Output
Relative energy (zero: lowest compared OMol25 entry of this formula, charge and spin) (kJ/mol): 60.7
HOMO-LUMO gap (eV): 6.9449
Net charge: -1
E_HOMO (eV): -4.30

---

C23H17FLaN4O6S5 | ωB97M-V/def2-TZVPD

The geometry in XYZ format:
```
57
Properties=species:S:1:pos:R:3
La -0.165 -0.211 2.275
S -0.458 0.414 5.725
S -1.328 -2.178 3.907
S 2.283 -9.752 0.018
S -0.539 1.814 4.181
S -2.008 -0.875 5.385
F 2.064 6.548 3.167
O 1.749 -11.083 0.197
O 3.033 -9.545 -1.210
O -1.527 0.627 0.841
O -0.790 0.133 -1.221
O 1.064 1.910 1.549
O 2.872 -9.165 1.203
N -0.236 4.426 -1.362
N -0.211 -9.269 -0.947
N 0.878 -7.444 0.108
N 0.336 -2.606 1.107
C -0.152 -6.663 -0.183
C 1.335 4.656 1.993
C -0.593 3.126 -1.344
C 1.031 -3.613 1.658
C 1.526 6.002 2.063
C -1.266 -7.131 -0.852
C -0.759 -4.209 -0.287
C -1.375 4.667 -3.579
C 0.218 7.287 -1.259
C 1.175 6.853 1.019
C -1.235 -8.469 -1.209
C 0.756 4.139 0.827
C 0.608 6.363 -0.135
C -0.417 5.272 -2.573
C 0.907 -4.926 1.259
C -0.015 -5.242 0.267
C -0.542 -2.916 0.146
C 0.385 4.975 -0.230
C 0.819 -8.720 -0.287
C -0.322 2.279 -0.317
C -0.855 6.660 -2.132
C 0.539 2.703 0.740
C -0.910 0.903 -0.288
H 0.566 5.363 -3.045
H -1.028 3.722 -3.994
H -1.139 2.760 -2.199
H -1.805 6.575 -1.594
H -2.125 -6.512 -1.071
H 1.097 7.495 -1.877
H -2.368 4.523 -3.147
H -1.030 7.271 -3.017
H 1.510 -5.710 1.697
H -1.476 -4.386 -1.077
H -1.466 5.366 -4.410
H 1.715 -3.351 2.456
H 1.590 3.990 2.808
H 1.342 7.918 1.133
H -0.108 8.244 -0.848
H -2.077 -8.917 -1.730
H -1.075 -2.089 -0.308
```

Output
Relative energy (zero: lowest compared OMol25 entry of this formula, charge and spin) (kJ/mol): 26.3
HOMO-LUMO gap (eV): 6.0946
Net charge: -1
E_HOMO (eV): -5.41

---

C23H17FN3O4Se2Sr | ωB97M-V/def2-TZVPD

The geometry in XYZ format:
```
51
Properties=species:S:1:pos:R:3
Sr -0.376 0.526 0.020
Se -1.971 3.181 -1.316
Se -3.363 2.232 0.912
F -0.235 -6.557 0.730
O 2.105 -1.519 3.513
O 3.115 0.884 -2.950
O 0.498 -0.498 2.309
O 1.035 0.960 -2.048
N 0.125 3.097 0.501
N -3.079 -0.183 -0.460
N 2.194 0.104 0.294
C -0.240 -2.471 -0.179
C 0.252 -3.373 -1.097
C 1.053 5.060 1.616
C 2.912 0.161 -0.804
C -5.296 0.871 -0.432
C -3.580 -1.020 -1.386
C -0.376 5.302 -0.353
C 0.180 -4.742 -0.848
C -0.290 -5.205 0.385
C -0.741 -2.909 1.018
C 1.684 -0.916 2.403
C 4.733 -1.030 0.166
C -0.523 3.909 -0.345
C -3.917 0.703 0.009
C 2.679 -0.667 1.304
C -4.808 -0.884 -2.028
C -5.728 0.023 -1.465
C 2.255 0.729 -1.958
C 0.902 3.655 1.479
C -0.758 -4.281 1.310
C 0.364 5.853 0.695
C 3.949 -1.160 1.347
C 4.218 -0.307 -0.948
H -1.279 -4.670 2.166
H 5.677 -1.520 0.111
H 4.891 0.026 -1.742
H -2.917 -1.845 -1.613
H 1.589 5.442 2.519
H -4.966 -1.434 -2.975
H 2.726 1.344 -3.723
H 3.005 -1.858 3.309
H 4.298 -1.743 2.196
H 0.470 -5.399 -1.691
H -5.932 1.517 0.167
H 1.454 2.962 2.100
H -1.136 -2.164 1.729
H -6.748 0.089 -1.740
H 0.660 -3.109 -2.046
H 0.286 6.934 0.826
H -1.051 5.898 -0.985
```

Output
HOMO-LUMO gap (alpha / beta) (eV): 6.1655 / 2.5808
Net charge: +1
E_HOMO (alpha / beta) (eV): -10.45 / -7.96

---

C23H18BrIN5O3Re | ωB97M-V/def2-TZVPD

The geometry in XYZ format:
```
52
Properties=species:S:1:pos:R:3
Re 0.163 -0.391 -1.442
I 1.334 -0.423 -3.899
Br 4.364 1.113 1.579
O 1.621 0.913 -0.646
O 0.285 -1.406 2.539
O -3.169 -0.760 -3.528
N -0.499 -0.876 0.419
N -1.686 -0.823 -1.721
N -0.712 1.408 -2.314
N 1.594 -1.861 -0.700
N 1.660 1.498 1.842
C 3.574 -3.181 -0.741
C -1.795 3.302 -4.014
C -2.330 2.020 -3.964
C -4.562 -1.791 0.456
C -2.307 -0.255 -2.875
C 3.629 -3.185 0.639
C 2.830 1.696 3.908
C 0.451 1.977 3.835
C -2.544 -1.484 1.755
C 2.547 -2.500 -1.380
C -3.894 -1.790 1.676
C 2.781 1.477 2.545
C 1.634 1.951 4.558
C -0.202 2.636 -2.359
C -1.765 1.120 -3.094
C -3.891 -1.485 -0.717
C -0.730 3.613 -3.190
C -1.866 -1.171 0.582
C 2.625 -2.536 1.350
C 0.508 1.740 2.478
C 0.418 -1.341 1.339
C -2.538 -1.182 -0.640
C 1.629 -1.904 0.647
H 2.329 1.268 -1.195
H 0.648 2.833 -1.724
H -0.498 2.166 4.315
H 4.426 -3.699 1.158
H -3.170 1.708 -4.570
H -2.028 -1.479 2.703
H -0.290 4.600 -3.189
H 3.773 1.664 4.434
H -2.210 4.045 -4.681
H -5.614 -2.039 0.415
H 1.628 2.126 5.625
H -4.399 -1.510 -1.669
H 1.690 1.186 0.376
H -0.384 1.722 1.863
H 2.577 -2.533 2.430
H -4.432 -2.031 2.583
H 2.486 -2.451 -2.457
H 4.316 -3.691 -1.338
```

Output
Relative energy (zero: lowest compared OMol25 entry of this formula, charge and spin) (kJ/mol): 42.0
HOMO-LUMO gap (alpha / beta) (eV): 6.2354 / 6.5853
<S²>: 0.764
Net charge: +1
E_HOMO (alpha / beta) (eV): -10.50 / -10.83
Spin multiplicity: 2

---

C23H18BrN4OPtSe | ωB97M-V/def2-TZVPD

The geometry in XYZ format:
```
49
Properties=species:S:1:pos:R:3
Pt 0.765 -0.399 -0.213
Br 2.073 -2.863 -0.413
Se -1.834 -2.793 -0.098
O 0.290 -6.045 -4.133
N 2.666 0.572 -0.261
N 0.087 -2.339 -2.302
N -0.966 -1.352 0.549
N -3.134 -2.644 1.078
C -0.015 1.354 -0.613
C 0.940 -3.322 -1.931
C 1.056 -4.574 -2.494
C 0.524 2.605 -0.104
C -0.064 3.797 -0.518
C 0.196 -4.832 -3.565
C 3.800 1.542 1.670
C 3.877 2.487 2.677
C -1.142 3.799 -1.362
C 2.910 3.478 2.776
C -1.412 0.319 2.322
C -2.286 0.684 3.292
C 1.853 3.530 1.885
C -0.727 -2.629 -3.342
C 2.751 1.595 0.771
C -3.491 -0.043 3.558
C -2.916 -1.574 1.809
C -1.709 -0.837 1.530
C -0.710 -3.845 -3.996
C -3.807 -1.149 2.844
C -1.675 2.608 -1.833
C 1.719 2.599 0.853
C -1.123 1.401 -1.474
H 1.091 4.286 1.999
H 4.555 0.776 1.588
H -4.144 0.299 4.348
H -1.541 0.521 -1.818
H 2.847 0.959 -1.199
H -2.536 2.628 -2.489
H -0.504 0.873 2.138
H 3.413 -0.099 -0.063
H 1.756 -5.315 -2.152
H 2.973 4.213 3.567
H 0.355 4.736 -0.188
H -4.701 -1.725 3.032
H -0.338 -6.132 -4.869
H -2.070 1.555 3.898
H -1.398 -1.866 -3.645
H -1.571 4.742 -1.669
H 4.695 2.449 3.383
H -1.380 -4.030 -4.823
```

Output
Relative energy (zero: lowest compared OMol25 entry of this formula, charge and spin) (kJ/mol): 100.5
HOMO-LUMO gap (eV): 6.9551
Net charge: +1
E_HOMO (eV): -10.76